{"formula": "C33H58BCl2O29V", "method": "wB97M-V/def2-TZVPD", "homo_ev": [-10.54, -11.42], "lumo_ev": [-2.102, -2.136], "fmax_ha_per_bohr": 0.1058, "homo_lumo_gap_ev": [8.43, 9.28], "spin_multiplicity": 4, "total_charge": 1, "elements": ["V", "Cl", "Cl", "O", "O", "O", "O", "O", "O", "O", "O", "O", "O", "O", "O", "O", "O", "O", "O", "O", "O", "O", "O", "O", "O", "O", "O", "O", "O", "O", "O", "O", "C", "C", "C", "C", "C", "C", "C", "C", "C", "C", "C", "C", "C", "C", "C", "C", "C", "C", "C", "C", "C", "C", "C", "C", "C", "C", "C", "C", "C", "C", "C", "C", "C", "B", "H", "H", "H", "H", "H", "H", "H", "H", "H", "H", "H", "H", "H", "H", "H", "H", "H", "H", "H", "H", "H", "H", "H", "H", "H", "H", "H", "H", "H", "H", "H", "H", "H", "H", "H", "H", "H", "H", "H", "H", "H", "H", "H", "H", "H", "H", "H", "H", "H", "H", "H", "H", "H", "H", "H", "H", "H", "H"], "xyz": [[0.2284, -0.3669, -1.2141], [-0.2689, 4.3931, -5.0381], [-1.3908, 2.7915, -7.2426], [-0.5127, 1.9201, -1.1704], [1.5517, 1.9158, 2.6098], [0.6790, -2.3659, 7.0481], [-1.8663, -4.0507, 1.3132], [-2.9629, -2.5993, 2.6004], [0.1367, -3.1450, -4.5434], [0.0050, 4.1095, -0.6992], [0.2383, -1.0336, 5.1694], [-3.6601, -1.7374, -1.1062], [3.2277, 1.5638, -3.6676], [-1.9680, -0.2229, -1.6187], [3.9953, -2.0195, -0.0703], [2.0412, -2.8196, 0.5700], [-5.5854, 0.8684, 3.7485], [-0.4381, -1.6277, 0.4532], [-0.5957, -0.5376, 7.0749], [2.2131, 2.2576, -1.8225], [-4.1907, -0.4785, 2.5963], [-1.8821, -0.6613, 1.9323], [-3.8019, -0.3734, -2.9652], [-0.2109, -2.0378, -2.5248], [-0.2950, -4.2894, -2.7825], [-3.2173, 0.8328, 5.6272], [1.3270, 0.5366, -3.0646], [3.1826, 1.3417, 1.1563], [2.0907, -1.4709, -1.2499], [1.2307, 0.5386, 0.7557], [-2.5236, -0.7841, 4.1963], [-2.0185, 3.3552, -0.2968], [-0.6081, -4.4819, -1.4055], [0.3362, -1.9703, -5.3117], [-0.1083, -3.0581, -3.2079], [1.2225, -1.6188, 4.3175], [-3.0595, -0.7576, -1.9156], [-2.0166, -2.8889, 1.7257], [-4.5500, 0.2426, 3.6696], [-3.3724, 0.0985, 4.6532], [5.3702, -1.9756, -2.0730], [2.7117, -2.0676, -0.2894], [2.1772, 1.4125, -2.8153], [-0.9705, -1.5331, -6.0641], [-0.8356, 3.0230, -0.7176], [1.9847, 1.1505, 1.5000], [3.0912, 3.3609, -1.7427], [4.1934, 1.6596, 2.0675], [0.1508, 2.0853, 2.8886], [4.8047, -1.1055, -0.9383], [-2.7211, -0.7516, 8.4600], [5.4745, 1.7915, 1.3624], [-4.9156, -2.4041, -1.2847], [2.7823, -3.6995, 1.4347], [-3.1576, 2.5566, -0.3662], [-3.7013, 2.4395, 1.0470], [-0.3459, 2.8132, -5.7911], [3.3659, 0.7685, -4.8494], [0.1633, -1.3822, 6.4651], [-1.1033, -0.8578, 8.3873], [2.5572, 4.5700, -2.5698], [-0.1564, 5.2272, 0.1529], [-3.4438, 0.8096, -3.7385], [-1.2855, -1.6474, 1.3865], [-5.0731, -3.3597, -0.0916], [-2.9205, -1.1380, 2.8522], [6.2827, -2.4609, -1.7267], [-0.6339, -0.0929, 9.0060], [2.7836, 4.4245, -3.6261], [3.8685, 2.5038, 2.6756], [2.9654, 1.2117, -5.7612], [-4.6880, 1.9767, 1.0314], [3.0013, 5.5463, -2.3759], [0.9598, -2.4010, -6.0951], [-0.8874, 2.2555, -5.0270], [-2.9093, 1.5413, -3.1328], [-5.6988, -1.6490, -1.2165], [-0.2272, 3.0427, 2.5299], [-3.8698, 3.4752, 1.3419], [-1.0588, -2.2178, -6.9076], [5.4827, -0.5253, -0.3123], [3.1536, -3.1650, 2.3091], [4.4309, 0.8074, -5.0783], [0.6489, 2.3894, -5.9285], [-0.9044, -5.5208, -1.2604], [-0.8064, -0.6054, -6.6122], [-2.8487, 0.4559, -4.5805], [-1.9939, -1.6945, -5.7253], [-3.0437, -0.9919, 9.4731], [2.2334, -1.3176, 4.5920], [-3.0836, 1.5927, -0.8697], [2.2010, -4.5173, 1.8605], [-0.7610, -1.8650, 8.6247], [4.6126, -2.6958, -2.3819], [-5.1554, -2.8552, -2.2475], [-0.0895, 2.0275, 3.9502], [-1.4338, -3.7956, -1.2176], [3.6823, -4.0700, 0.9439], [0.6653, 5.9112, -0.0595], [4.1047, 3.1479, -2.0829], [4.2100, 0.8991, 2.8481], [-6.1027, -3.6944, -0.2181], [1.0740, -1.4401, 3.2525], [-4.3789, -4.1940, -0.1921], [-3.0848, 1.9585, 1.8065], [-0.4305, 1.2544, 2.4889], [3.0476, -0.2643, -4.7075], [3.2819, 3.5342, -0.6836], [5.5033, 2.4928, 0.5285], [4.1792, -0.3396, -1.3968], [-3.1256, -1.5718, 7.8670], [5.6351, -1.3828, -2.9486], [-3.8902, 3.1325, -0.9318], [0.3238, -4.3333, -0.8600], [-4.9593, -2.7980, 0.8355], [-3.1982, 0.1426, 8.0591], [6.2434, 2.0753, 2.0810], [-4.3240, 1.2321, -4.2231], [5.8928, 0.8206, 1.0968], [0.7936, -1.1060, -4.8302], [-1.1504, 5.6710, 0.0966], [1.1427, -2.7033, 4.3915], [0.0494, 4.8674, 1.1610], [1.4852, 4.7637, -2.6059]], "forces_ev_per_a": [[0.126, -0.892, 0.158], [0.355, 0.659, -0.121], [0.680, -0.050, 0.283], [-0.246, 2.272, 0.834], [1.409, -1.296, -1.345], [-0.656, 2.167, -2.496], [0.408, 3.191, 0.396], [0.353, 0.965, -0.170], [-0.224, 0.348, 2.406], [0.031, -2.356, -0.970], [0.408, 0.540, -0.588], [2.980, 2.054, -1.951], [-0.649, 0.509, 0.687], [-2.943, -1.601, -0.621], [0.669, 1.362, -0.504], [0.213, -0.190, -0.593], [1.862, -0.828, 0.212], [-1.606, 0.364, 2.055], [-1.394, 1.193, -0.284], [-0.993, -1.464, 0.102], [0.033, -0.191, -0.163], [1.168, 1.153, -0.504], [-0.188, -0.302, 0.951], [0.201, -0.981, -1.276], [0.442, 0.119, -1.184], [-0.338, -1.804, -1.909], [0.593, 1.499, 1.819], [1.893, -0.508, -1.219], [2.234, -1.408, 3.114], [0.167, 0.348, 1.059], [0.094, -0.386, 0.142], [1.039, 1.134, 0.064], [-0.033, 0.148, 0.160], [-1.421, 0.311, -1.445], [-0.413, -0.034, -0.464], [0.126, -1.326, 0.638], [0.030, 0.030, 1.074], [-1.081, -5.285, 0.702], [-1.578, 0.371, -0.550], [-0.164, 2.982, 2.737], [0.490, 0.483, 0.767], [-2.357, 1.129, -1.846], [0.580, -0.965, -2.678], [0.661, -1.201, -1.382], [1.026, -0.245, -0.877], [-5.132, 1.568, 0.470], [0.917, 1.987, -0.457], [-0.379, 0.534, 2.382], [-0.881, -0.978, -0.065], [-0.796, -0.354, -1.131], [1.745, -1.033, -0.609], [1.746, -0.238, 0.272], [-1.491, 0.621, 0.686], [1.219, 0.086, 0.900], [-1.941, -1.175, 0.606], [-0.648, 0.637, -0.134], [-1.063, -0.526, 0.734], [0.828, -0.226, -0.260], [1.467, -3.365, 1.645], [-1.702, 0.663, 0.145], [0.052, -0.080, -0.620], [-0.036, -0.267, 1.020], [0.541, -0.603, -0.428], [1.625, 0.258, -4.181], [-0.080, 0.611, -1.437], [-1.020, -0.594, 0.477], [-0.162, -0.345, -0.175], [-0.152, -0.304, 0.355], [0.238, -0.363, -0.083], [0.268, 0.625, -0.501], [-0.852, 0.190, 0.403], [0.089, -0.207, 0.063], [0.390, -0.257, 0.620], [0.402, 0.704, 0.011], [0.242, -0.438, -0.359], [-0.056, -0.172, -0.048], [0.006, 0.285, 0.223], [0.315, -0.041, -0.293], [-0.025, -0.010, 0.433], [0.312, -0.321, -0.267], [0.200, -0.881, 0.125], [-0.088, 0.406, -0.052], [0.115, -0.297, 0.385], [-0.223, 0.257, -0.450], [-0.126, 0.177, -0.323], [-0.224, 0.424, 0.577], [0.438, 0.105, 0.201], [0.298, 0.692, 1.257], [0.184, 0.388, 0.137], [-0.032, 0.086, 0.131], [0.892, 0.206, 0.160], [-0.570, 0.231, -0.787], [-0.134, 0.231, 0.256], [0.126, -0.035, 0.069], [1.099, -0.264, -0.214], [0.851, 0.119, 0.196], [0.342, -0.149, 0.859], [-0.321, -0.208, -0.175], [-0.352, 0.070, -0.433], [-0.180, -0.465, -0.474], [0.327, -0.527, -0.214], [0.010, -0.361, 0.458], [-0.593, 0.823, 0.189], [-0.069, 0.029, 0.345], [0.209, -0.142, -0.422], [0.091, 0.135, -0.487], [-0.123, 0.205, 0.053], [-0.860, 0.218, 0.087], [-0.180, -0.111, 0.048], [-0.551, -0.264, 0.330], [0.080, -0.104, -0.196], [-0.036, 0.173, 0.105], [0.036, 0.103, -0.119], [-0.471, 0.465, 0.465], [0.034, -0.283, -0.004], [0.565, 0.208, 0.296], [-0.131, 0.597, 0.139], [-0.318, -0.209, 0.697], [-0.421, -0.066, -0.571], [0.083, -0.488, 0.565], [0.212, 0.090, -0.122], [0.242, -0.140, 0.289], [-0.336, 0.207, 0.264], [-0.066, -0.545, 0.746]]}


{"formula": "C33H58F3N4O16SSi", "method": "wB97M-V/def2-TZVPD", "homo_ev": -11.04, "lumo_ev": -4.079, "fmax_ha_per_bohr": 0.1503, "homo_lumo_gap_ev": 6.96, "total_charge": 1, "elements": ["S", "Si", "F", "F", "F", "O", "O", "O", "O", "O", "O", "O", "O", "O", "O", "O", "O", "O", "O", "O", "O", "N", "N", "N", "N", "C", "C", "C", "C", "C", "C", "C", "C", "C", "C", "C", "C", "C", "C", "C", "C", "C", "C", "C", "C", "C", "C", "C", "C", "C", "C", "C", "C", "C", "C", "C", "C", "C", "H", "H", "H", "H", "H", "H", "H", "H", "H", "H", "H", "H", "H", "H", "H", "H", "H", "H", "H", "H", "H", "H", "H", "H", "H", "H", "H", "H", "H", "H", "H", "H", "H", "H", "H", "H", "H", "H", "H", "H", "H", "H", "H", "H", "H", "H", "H", "H", "H", "H", "H", "H", "H", "H", "H", "H", "H", "H"], "xyz": [[0.4482, 2.7395, 2.8344], [-5.3722, -1.2767, 2.5491], [-1.9439, 1.2708, 4.3934], [-1.4922, -0.7392, 5.5634], [4.8711, -0.2649, 2.2299], [-1.3452, 7.5798, -0.2381], [7.6244, 2.1875, 1.2351], [-6.0481, -4.8225, -5.5408], [-4.0191, -5.9000, -5.5605], [0.4003, 7.2039, 1.2078], [-0.7696, 4.0660, -1.6056], [5.5597, -0.4681, -4.0972], [-0.2606, 9.2720, 0.8747], [-2.4125, 3.9313, -3.2061], [3.4402, -0.8663, -4.5140], [8.1059, 3.7576, -0.2236], [-4.5809, -4.7518, -3.7742], [-2.1256, 2.2275, -1.8498], [1.0537, -3.4065, 4.7358], [8.7653, 1.6028, -0.6716], [4.7992, -0.2226, -6.2511], [2.8982, -1.8371, 2.0278], [-0.1186, -0.2532, 3.5119], [0.6257, -1.4333, 3.2610], [1.9601, 0.4378, 2.3210], [6.8596, -0.0877, -4.5442], [4.1350, -1.2296, 1.3297], [8.2206, 2.4316, 0.0408], [-6.7536, -0.5026, 1.4496], [-6.0724, -1.9790, 4.2273], [-3.4846, -5.3979, 1.6141], [-4.4079, -2.6926, 1.5898], [0.2768, 5.8072, 0.9470], [-2.7438, -5.1319, 0.1642], [-5.5105, -3.9280, -3.0733], [0.1402, -2.7793, 3.7229], [-2.5865, -0.8288, 3.1899], [0.8527, -2.8062, 6.0631], [7.6686, 0.8221, 1.6448], [-1.4578, -0.1042, 4.1914], [-4.3216, -4.1835, 2.3410], [-2.8593, -3.6475, -0.5838], [8.6929, 4.1627, -1.4587], [4.6181, -0.4916, -5.0739], [2.3501, -0.9350, -5.4312], [-3.6945, -2.4206, 0.1389], [-3.9899, 0.0135, 3.0806], [-1.6769, 3.4690, -2.1636], [-1.4382, 1.6127, -0.7618], [-4.3151, -6.3709, -6.8738], [0.6649, 0.8954, 2.9387], [-2.0485, 5.2378, -3.6474], [-1.1292, 10.2073, 0.2385], [2.9240, -3.3441, 2.1106], [3.7754, -0.5750, -0.1495], [1.8834, -1.0571, 2.5168], [-4.9903, -5.1271, -5.0123], [-0.4890, 7.9781, 0.5360], [-2.1085, -1.0585, 2.1258], [4.7326, -0.5083, -0.8417], [-3.3422, -6.4783, 2.0895], [3.3650, 0.5234, 0.0649], [7.5316, -0.1030, -3.6817], [-0.1004, 3.1662, 1.6140], [-7.4466, 0.2799, 2.0219], [-1.5607, 2.2005, 0.1538], [-6.4536, -4.4603, -2.9129], [-2.1955, 5.9704, -2.8473], [-2.7006, 5.5059, -4.4832], [0.0687, -3.4655, 2.7479], [-2.8577, -1.8475, 3.7505], [7.1632, 0.7428, 2.6112], [-5.0805, -3.6885, -2.0969], [-6.3380, -0.0594, 0.4265], [-4.8172, -4.4220, 3.3788], [-5.6803, -2.9912, -3.6139], [2.1559, 0.0472, -5.8742], [-1.0060, 10.1708, -0.8488], [7.1404, 0.1864, 0.9269], [-0.9219, -2.8186, 4.2026], [1.0360, 5.2851, 1.5359], [1.9269, -3.8495, 1.6917], [-2.3464, -3.3951, -1.6173], [8.2056, 3.6605, -2.3008], [1.8027, -3.1094, 6.7192], [-1.0126, 5.2511, -4.0010], [-4.4371, -5.5318, -7.5664], [3.7900, -3.8530, 1.4647], [-0.1204, -3.2683, 6.5204], [-3.7986, -1.3249, -0.3074], [-6.5036, -1.1398, 4.9398], [0.8656, -1.6358, 6.0082], [8.5423, 5.2403, -1.5672], [1.4602, -1.2437, -4.8758], [7.2361, -0.7989, -5.2865], [-2.1709, 10.0187, 0.5179], [-0.7085, 5.4426, 1.2548], [-5.2105, -7.0008, -6.8654], [9.7695, 3.9638, -1.4581], [-4.3742, 0.4668, 4.0918], [-7.4831, -1.3911, 1.1429], [4.9572, -2.0628, 1.0900], [-6.9366, -2.7611, 4.0516], [-5.1879, -2.5455, 4.7497], [6.8457, 0.9283, -4.9518], [0.4563, 5.5949, -0.1118], [2.5463, -1.6800, -6.2088], [3.1583, -3.6890, 3.2286], [-3.4712, -6.9774, -7.2137], [-0.3777, 1.4813, -0.9999], [2.9026, -1.1769, -0.6515], [-1.8788, 0.6255, -0.5981], [-2.1005, -5.9475, -0.4001], [-3.9337, 0.7805, 2.1941], [-0.8571, 11.2092, 0.5819], [8.7041, 0.4898, 1.7695]], "forces_ev_per_a": [[-0.323, -0.741, 0.676], [-0.008, -0.150, 0.280], [2.891, -3.792, -0.484], [0.650, 1.934, -3.968], [-2.363, -2.310, -2.131], [1.215, 0.481, 1.109], [0.385, 0.326, -0.917], [1.629, -0.443, 0.847], [-0.616, 0.664, 0.682], [-0.572, 0.559, -0.293], [-1.193, -1.034, -0.610], [-1.000, -0.112, -0.521], [-0.003, -1.272, -0.144], [0.649, -0.874, 1.170], [0.898, 0.237, -0.112], [-0.037, -1.113, 0.421], [-0.060, -0.343, -0.868], [0.247, 0.626, -0.085], [-1.511, 2.019, -1.421], [-0.824, 1.107, 0.980], [-0.334, -0.436, 1.892], [0.097, -0.034, 0.144], [2.878, 4.979, -0.875], [1.835, 0.762, -1.041], [-6.104, -3.379, 3.327], [0.653, 0.169, -0.160], [1.606, 0.697, -1.256], [0.221, -0.144, -0.265], [-1.316, -0.102, -0.926], [-0.451, -0.673, 0.526], [0.227, 3.406, -2.033], [1.781, -3.475, -1.630], [0.086, -0.283, -0.253], [-1.901, 3.440, 1.285], [-0.366, 0.309, 0.294], [0.058, -2.717, 0.376], [-0.351, -0.341, 1.518], [0.839, -0.046, 0.963], [0.098, -0.428, 0.245], [-3.677, -0.653, 0.248], [2.424, -0.031, -4.081], [-1.731, 0.008, 3.646], [0.250, 0.213, -0.482], [0.252, 0.188, -0.718], [-0.426, -0.023, -0.375], [0.308, -3.973, 2.280], [0.295, -0.226, -0.756], [0.098, 0.699, -0.312], [0.156, -0.124, 0.111], [-0.104, -0.217, -0.561], [3.018, -3.474, -2.004], [0.132, 0.745, -0.234], [-0.352, 0.434, -0.251], [0.138, -2.357, 0.490], [-0.384, 1.271, 1.099], [-1.215, 2.969, 0.483], [-0.527, 0.064, -0.404], [-0.373, 0.126, -0.334], [-1.046, 0.519, 2.449], [-2.076, -0.305, 1.596], [-0.504, 2.687, -1.034], [0.971, -2.394, -0.601], [-0.367, -0.065, -0.002], [0.389, -1.523, 0.692], [1.713, -1.536, -1.302], [0.083, -0.001, -0.153], [0.115, 0.164, -0.188], [0.195, -0.173, -0.077], [0.012, -0.352, 0.216], [0.477, 1.390, 2.439], [0.811, 2.040, -1.402], [0.057, 0.314, -0.267], [0.118, -0.247, -0.279], [-0.931, -0.762, 2.278], [0.997, 0.732, -2.360], [-0.114, -0.245, -0.016], [0.149, -0.231, -0.046], [-0.135, -0.112, 0.203], [0.243, 0.110, 0.052], [1.889, 0.994, -1.084], [0.070, 0.427, 0.027], [2.173, 1.374, 1.116], [-1.137, -0.901, 2.351], [0.199, -0.032, 0.169], [-2.243, 0.493, -1.537], [-0.149, 0.013, 0.214], [-0.146, -0.159, 0.175], [-1.899, 1.764, 1.253], [1.780, 1.209, -0.697], [0.318, -2.708, 0.809], [1.033, -1.689, -1.475], [-0.325, -2.236, 0.136], [-0.111, -0.240, 0.294], [0.341, 0.046, 0.132], [-0.159, 0.235, 0.020], [0.190, -0.070, -0.180], [-0.023, 0.120, -0.235], [0.081, 0.265, -0.026], [-0.242, -0.114, -0.062], [1.150, -0.622, -2.014], [1.514, 1.806, 0.595], [-2.256, 1.559, 1.200], [1.722, 1.510, 0.344], [-1.725, 1.117, -0.675], [-0.042, -0.268, -0.075], [-0.264, 0.009, 0.217], [0.032, 0.270, 0.054], [-0.881, 0.793, -2.431], [-0.046, 0.185, 0.342], [-0.113, 0.161, 0.112], [1.905, 0.961, 0.978], [-0.112, 0.212, -0.242], [-1.633, 1.770, 1.463], [0.076, -1.046, 2.054], [0.162, -0.355, 0.097], [-0.173, 0.024, -0.207]]}